Record 1
Formula: C18H28N7O2STi
Source: the Open Molecules 2025 dataset
Level of theory: ωB97M-V/def2-TZVPD

Geometry (Å):
Ti (0.129, -0.245, 0.077)
N (7.381, 1.969, -3.549)
C (6.440, 1.571, -2.707)
C (5.108, 1.348, -3.171)
C (4.139, 0.939, -2.315)
C (4.459, 0.733, -0.948)
C (5.784, 0.939, -0.470)
C (6.748, 1.351, -1.333)
S (3.336, 0.258, 0.164)
O (3.823, -0.355, 1.352)
O (2.534, 1.599, 0.681)
N (2.033, -0.476, -0.503)
C (2.012, -1.861, -0.760)
N (0.729, -2.241, -0.620)
C (0.492, -3.547, -0.888)
C (1.522, -4.383, -1.238)
C (2.818, -3.862, -1.298)
N (3.062, -2.563, -1.069)
H (7.188, 2.124, -4.525)
H (8.329, 2.124, -3.241)
H (4.882, 1.498, -4.219)
H (3.138, 0.756, -2.682)
H (6.026, 0.759, 0.569)
H (7.759, 1.505, -0.982)
H (-0.520, -3.917, -0.824)
H (1.330, -5.425, -1.452)
H (3.671, -4.477, -1.555)
C (-0.636, 2.557, -0.692)
N (-0.880, 1.139, -1.125)
C (-0.443, 0.986, -2.543)
C (-2.337, 0.802, -0.980)
C (-2.598, 0.262, 0.408)
N (-1.809, -1.006, 0.627)
C (-1.875, -1.376, 2.076)
C (-2.424, -2.112, -0.162)
H (-1.153, 3.220, -1.388)
H (0.432, 2.766, -0.725)
H (-1.022, 2.712, 0.312)
H (-1.095, 1.575, -3.190)
H (-0.505, -0.062, -2.845)
H (0.578, 1.346, -2.653)
H (-2.596, 0.083, -1.755)
H (-2.929, 1.703, -1.152)
H (-3.662, 0.068, 0.554)
H (-2.300, 0.985, 1.171)
H (-2.903, -1.657, 2.313)
H (-1.571, -0.534, 2.691)
H (-1.218, -2.223, 2.265)
H (-3.506, -2.105, -0.017)
H (-2.054, -3.058, 0.224)
H (-2.189, -2.015, -1.219)
C (1.946, 2.235, 2.907)
C (1.649, 1.403, 1.730)
N (0.677, 0.586, 1.579)
H (1.158, 2.170, 3.651)
H (2.126, 3.268, 2.603)
H (2.888, 1.868, 3.332)

Its charge is +3. The calculation puts the frontier orbital gap at 5.97 eV. Its total energy is -2483.18596 Eh. The HOMO energy is -16.648 eV.



Record 2
Formula: C3H4INO2
Source: the Open Molecules 2025 dataset
Level of theory: ωB97M-V/def2-TZVPD

Geometry (Å):
C (-1.042, 0.673, -0.334)
C (-0.030, -0.037, 0.593)
N (-0.203, -1.335, 1.131)
O (-0.852, -2.199, 0.544)
C (1.391, -0.199, -0.519)
O (1.222, -0.404, -1.646)
I (3.158, 0.352, 0.592)
H (-1.796, -0.190, -0.543)
H (-0.620, 1.031, -1.298)
H (-1.467, 1.581, 0.224)
H (0.239, 0.727, 1.255)

The calculation puts the frontier orbital gap at 8.20 eV. Its total energy is -619.50168 Eh. As for the SMILES: C[C@@H](N=O)C(=O)I. The HOMO energy is -9.367 eV.



Record 3
Formula: C7H9Cl2N4O
Source: the Open Molecules 2025 dataset
Level of theory: ωB97M-V/def2-TZVPD

Geometry (Å):
C (-0.344, 1.401, -1.880)
C (0.714, 0.679, -1.016)
C (1.716, 1.653, -0.366)
C (0.222, -0.312, 0.034)
C (0.788, -1.539, 0.132)
Cl (1.949, -2.231, -1.055)
C (0.290, -2.472, 1.152)
Cl (1.596, -2.828, 2.350)
N (-0.859, 0.005, 0.817)
N (-1.042, 1.254, 1.386)
N (-2.203, 1.350, 1.768)
N (-2.974, 0.245, 1.463)
C (-2.202, -0.664, 0.926)
O (-2.334, -1.794, 0.521)
H (-1.249, 0.850, -2.172)
H (0.004, 1.746, -2.923)
H (-0.829, 2.251, -1.334)
H (1.166, -0.052, -1.590)
H (1.168, 2.578, 0.155)
H (2.284, 2.193, -1.105)
H (2.313, 1.175, 0.252)
H (-0.372, -2.006, 1.849)
H (0.198, -3.481, 0.636)

Its charge is -1. The calculation puts the frontier orbital gap at 7.64 eV. Its total energy is -1486.77070 Eh. As for the SMILES: CC(C)/C(=C(\Cl)CCl)n1nnnc1[O-]. The HOMO energy is -4.655 eV.



Record 4
Formula: C20H39B2Cl2FN2O11P2
Source: the Open Molecules 2025 dataset
Level of theory: ωB97M-V/def2-TZVPD

Geometry (Å):
C (3.410, -2.881, -1.027)
B (2.569, -2.056, 0.011)
O (1.583, -2.616, 0.764)
C (2.828, -0.489, 0.290)
Cl (3.635, -0.453, 1.918)
O (1.623, 0.164, 0.161)
C (1.554, 1.559, -0.007)
C (2.666, 2.113, -0.932)
C (2.898, 1.509, -2.303)
O (2.658, 0.118, -2.362)
C (1.813, 2.364, 1.306)
C (0.925, 2.346, 2.549)
C (1.278, 1.359, 3.655)
Cl (0.514, -0.223, 3.475)
C (0.143, 1.826, -0.608)
O (-0.937, 1.638, 0.282)
C (-1.178, 0.453, 0.763)
N (-1.422, -0.654, 1.079)
O (0.043, 1.165, -1.837)
C (-1.161, 0.713, -2.343)
C (-2.352, 1.657, -2.376)
C (-3.337, 1.612, -1.205)
C (-4.757, 1.521, -1.689)
F (-3.247, 2.800, -0.476)
O (-1.573, -0.571, -1.683)
C (-2.442, -1.191, -2.366)
N (-3.296, -1.758, -2.928)
B (-0.804, 0.246, -3.875)
C (-1.448, 0.838, -5.171)
O (0.144, -0.731, -4.012)
P (-0.016, 3.738, -0.816)
P (0.464, 4.282, -2.832)
O (0.213, 3.323, -3.928)
O (1.967, 4.785, -2.898)
O (-0.404, 5.596, -3.053)
H (2.835, -3.759, -1.288)
H (4.328, -3.243, -0.576)
H (3.595, -2.306, -1.922)
H (1.867, -3.445, 1.148)
H (3.593, -0.177, -0.401)
H (2.605, 3.187, -1.013)
H (3.574, 1.953, -0.367)
H (2.294, 2.013, -3.051)
H (3.928, 1.706, -2.596)
H (2.826, -0.186, -3.248)
H (2.810, 2.093, 1.620)
H (1.923, 3.392, 1.003)
H (-0.148, 2.303, 2.421)
H (1.090, 3.299, 3.040)
H (0.885, 1.777, 4.568)
H (2.346, 1.294, 3.792)
H (-2.959, 1.485, -3.247)
H (-2.048, 2.686, -2.463)
H (-3.150, 0.808, -0.505)
H (-4.873, 2.262, -2.474)
H (-5.458, 1.767, -0.906)
H (-4.959, 0.558, -2.134)
H (-2.476, 0.477, -5.209)
H (-1.508, 1.917, -5.213)
H (-0.984, 0.436, -6.060)
H (0.711, -0.416, -4.716)
H (-1.391, 4.008, -0.760)
H (2.303, 4.536, -3.764)
H (-0.814, 5.524, -3.920)
C (-1.306, -3.658, 3.298)
C (-0.700, -5.000, 3.670)
O (0.069, -4.978, 4.859)
C (-0.615, -4.589, 6.034)
C (-1.792, -5.483, 6.390)
H (-0.528, -2.903, 3.193)
H (-1.846, -3.735, 2.354)
H (-2.008, -3.304, 4.054)
H (-0.014, -5.316, 2.883)
H (-1.476, -5.771, 3.732)
H (-0.933, -3.543, 5.961)
H (0.125, -4.634, 6.832)
H (-2.566, -5.466, 5.622)
H (-2.243, -5.154, 7.326)
H (-1.463, -6.517, 6.505)

The calculation puts the frontier orbital gap at 9.20 eV. Its total energy is -3475.31729 Eh. As for the SMILES: CB(O)[C@H](Cl)O[C@](CCO)(CCCCl)[C@](OC#N)(O[C@](C[C@H](C)F)(OC#N)B(C)O)PP(=O)(O)O.CCOCC. The HOMO energy is -9.245 eV.



Record 5
Formula: C25H44O2P2Zr
Source: the Open Molecules 2025 dataset
Level of theory: ωB97M-V/def2-TZVPD

Geometry (Å):
Zr (0.291, -0.273, 1.483)
C (-1.735, -0.831, 3.400)
C (-1.322, -1.876, 2.496)
C (0.462, -1.342, 3.879)
C (-0.641, -0.517, 4.241)
C (0.042, -2.227, 2.826)
C (-3.134, -0.361, 3.612)
H (-3.736, -0.434, 2.697)
H (-3.148, 0.682, 3.953)
H (-3.640, -0.964, 4.386)
C (-0.668, 0.436, 5.381)
H (-1.693, 0.706, 5.651)
H (-0.130, 1.358, 5.121)
H (-0.188, -0.005, 6.267)
C (1.715, -1.479, 4.670)
H (1.534, -2.026, 5.607)
H (2.130, -0.502, 4.943)
H (2.479, -2.028, 4.110)
C (0.759, -3.472, 2.394)
H (0.571, -4.309, 3.085)
H (1.844, -3.309, 2.372)
H (0.447, -3.798, 1.395)
C (-2.258, -2.752, 1.716)
H (-2.541, -3.647, 2.303)
H (-1.795, -3.107, 0.783)
H (-3.187, -2.226, 1.458)
C (-0.703, 1.866, 0.621)
C (-1.831, 1.073, 0.786)
C (-2.458, 0.202, -0.262)
C (-1.556, -0.600, -1.227)
C (-0.237, -1.147, -0.756)
C (0.978, -0.447, -0.798)
C (1.158, 1.046, -1.016)
C (-0.009, 2.030, -0.709)
H (-3.134, 0.792, -0.913)
H (-1.414, 0.029, -2.134)
H (-3.125, -0.503, 0.263)
H (-0.752, 2.009, -1.544)
H (-0.483, 2.631, 1.372)
H (-2.478, 1.289, 1.636)
H (0.409, 3.054, -0.769)
H (2.053, 1.393, -0.467)
H (1.923, -1.021, -0.830)
H (1.426, 1.238, -2.075)
H (-2.164, -1.444, -1.599)
H (-0.174, -2.248, -0.708)
P (-0.616, 1.314, -3.634)
C (-0.757, 3.106, -3.960)
C (-1.820, 0.672, -4.850)
P (1.684, -0.646, -4.024)
C (0.976, 1.011, -4.492)
C (1.015, -1.559, -5.497)
C (3.286, -0.298, -4.902)
H (0.108, 3.637, -3.536)
H (-1.686, 3.484, -3.507)
H (-0.785, 3.226, -5.053)
H (-1.678, 1.253, -5.777)
H (-2.835, 0.838, -4.453)
H (-1.673, -0.403, -5.038)
H (3.068, 0.010, -5.938)
H (3.874, -1.227, -4.903)
H (3.835, 0.499, -4.381)
H (1.679, 1.824, -4.234)
H (0.768, 1.039, -5.575)
H (1.574, -2.503, -5.564)
H (1.202, -0.968, -6.409)
H (-0.056, -1.778, -5.402)
C (3.302, 2.289, 3.334)
C (1.926, 1.833, 2.931)
O (0.902, 2.426, 3.292)
O (1.922, 0.741, 2.166)
H (3.537, 3.225, 2.825)
H (4.037, 1.531, 3.073)
H (3.324, 2.488, 4.408)

Its charge is +2. The calculation puts the frontier orbital gap at 5.46 eV. Its total energy is -1858.66412 Eh. The HOMO energy is -13.516 eV.



Record 6
Formula: C41H45O6RhSi
Source: the Open Molecules 2025 dataset
Level of theory: ωB97M-V/def2-TZVPD

Geometry (Å):
C (0.088, -0.971, -5.756)
C (-0.431, -1.942, -4.667)
C (-0.068, 0.465, -5.197)
C (-1.216, 0.346, -4.174)
H (-0.295, 1.161, -6.016)
H (0.862, 0.772, -4.689)
C (-0.957, -1.084, -3.504)
H (0.410, -2.577, -4.377)
H (-1.221, -2.580, -5.081)
C (0.112, -1.040, -2.371)
H (-1.917, -1.464, -3.113)
H (-2.150, 0.228, -4.756)
C (-1.424, 1.473, -3.273)
C (1.546, -1.145, -6.153)
C (-0.642, -1.099, -7.102)
O (-1.407, -0.228, -7.481)
O (2.348, -1.855, -5.567)
O (1.838, -0.430, -7.257)
O (-0.392, -2.154, -7.907)
C (0.257, -3.404, -7.544)
H (0.193, -3.657, -6.475)
H (1.304, -3.380, -7.871)
H (-0.283, -4.158, -8.120)
C (3.206, -0.548, -7.685)
H (3.884, -0.078, -6.952)
H (3.240, -0.022, -8.638)
H (3.493, -1.604, -7.807)
O (-0.283, -0.425, -1.220)
H (1.038, -0.600, -2.825)
H (0.424, -2.102, -2.189)
C (-2.771, 1.694, -2.729)
C (-0.321, 2.370, -2.911)
H (0.160, 2.838, -3.783)
H (0.465, 1.844, -2.343)
H (-0.700, 3.170, -2.264)
H (-2.713, 1.963, -1.665)
H (-3.398, 0.800, -2.840)
H (-3.272, 2.525, -3.252)
Rh (1.096, -0.287, 0.526)
C (-1.720, -2.046, 2.056)
C (-2.352, -2.098, 0.779)
C (-1.533, -2.863, -0.097)
H (-3.330, -1.687, 0.538)
C (-0.378, -3.287, 0.627)
C (-0.478, -2.749, 1.952)
H (0.261, -2.839, 2.747)
H (-2.152, -1.620, 2.955)
H (-1.768, -3.132, -1.128)
H (0.430, -3.891, 0.223)
C (2.873, 0.490, 1.061)
C (2.533, -0.622, 1.896)
C (2.395, -1.774, 1.057)
H (2.424, -0.639, 2.984)
C (2.579, -1.364, -0.301)
C (2.884, 0.038, -0.309)
H (3.025, 0.646, -1.202)
H (3.109, 1.504, 1.408)
H (2.252, -2.800, 1.379)
H (2.600, -2.059, -1.143)
O (-0.351, 0.714, 1.939)
Si (-0.318, 1.159, 3.493)
C (-2.029, 1.134, 4.262)
C (-2.275, 0.971, 5.633)
C (-3.590, 0.893, 6.128)
C (-4.674, 0.985, 5.246)
C (-4.437, 1.150, 3.876)
C (-3.126, 1.220, 3.390)
C (0.635, 0.014, 4.706)
C (1.824, 0.392, 5.354)
C (2.465, -0.484, 6.239)
C (1.921, -1.739, 6.513)
C (0.718, -2.106, 5.907)
C (0.073, -1.230, 5.029)
C (0.371, 2.859, 3.915)
C (1.698, 3.192, 3.583)
C (2.257, 4.419, 3.969)
C (1.478, 5.367, 4.644)
C (0.140, 5.076, 4.931)
C (-0.406, 3.832, 4.563)
H (-1.442, 0.868, 6.334)
H (-3.766, 0.738, 7.196)
H (-5.697, 0.915, 5.621)
H (-5.276, 1.200, 3.176)
H (-2.948, 1.304, 2.315)
H (2.255, 1.381, 5.185)
H (3.396, -0.174, 6.705)
H (2.426, -2.422, 7.190)
H (0.274, -3.076, 6.106)
H (-0.892, -1.521, 4.602)
H (2.303, 2.491, 3.002)
H (3.292, 4.651, 3.708)
H (1.903, 6.335, 4.914)
H (-0.493, 5.828, 5.409)
H (-1.463, 3.640, 4.763)

As for the expectation value of S²: 6.0321. As for the spin multiplicity: 5. Its charge is -2. The calculation puts the frontier orbital gap (spin up / spin down) at 2.05 / 4.41 eV. Its total energy is -2440.62271 Eh. The HOMO energy (spin up / spin down) is 1.756 / -0.615 eV.



Record 7
Formula: C5H12BaNO4S2
Source: the Open Molecules 2025 dataset
Level of theory: ωB97M-V/def2-TZVPD

Geometry (Å):
C (3.028, -0.882, 0.114)
C (1.711, -0.615, -0.619)
C (1.513, 0.869, -1.012)
C (0.183, 1.481, -0.478)
C (-0.782, 0.447, 0.067)
S (-2.374, 1.103, 0.666)
O (-2.499, 2.442, 0.149)
O (-2.252, 0.957, 2.110)
N (-3.445, 0.163, 0.029)
S (-3.212, -1.388, -0.127)
O (-2.466, -1.983, 0.974)
O (-2.729, -1.739, -1.447)
H (3.510, -1.853, -0.031)
H (3.773, -0.077, 0.026)
H (2.621, -0.862, 1.126)
H (1.572, -1.273, -1.479)
H (0.941, -0.900, 0.097)
H (2.310, 1.496, -0.586)
H (1.633, 0.938, -2.095)
H (-0.292, 2.115, -1.228)
H (0.421, 2.152, 0.359)
H (-0.401, 0.017, 1.007)
H (-0.961, -0.376, -0.632)
H (-4.495, -1.788, -0.052)
Ba (2.690, -0.444, 3.062)

Its charge is +1. The calculation puts the frontier orbital gap at 3.35 eV. Its total energy is -1374.83766 Eh. The HOMO energy is -10.299 eV.



Record 8
Formula: C5H9NO
Source: the Open Molecules 2025 dataset
Level of theory: ωB97M-V/def2-TZVPD

Geometry (Å):
N (-1.384, -2.139, 2.590)
C (-0.583, -1.412, 1.623)
C (-1.056, -0.937, 0.375)
C (-0.584, 0.475, -0.027)
C (0.510, 0.466, -1.223)
C (1.352, 1.674, -1.342)
O (1.803, 2.203, -2.344)
H (-0.987, -2.533, 3.396)
H (-1.919, -2.823, 2.065)
H (0.244, -1.010, 2.237)
H (-0.814, -1.727, -0.278)
H (-0.082, 0.894, 0.831)
H (-1.452, 0.984, -0.422)
H (0.071, 0.505, -2.338)
H (0.866, -0.635, -1.010)
H (1.505, 2.099, -0.288)

The calculation puts the frontier orbital gap at 8.49 eV. Its total energy is -325.76036 Eh. As for the SMILES: N/C=C/CCC=O. The HOMO energy is -8.061 eV.



Record 9
Formula: C43H45N3O6P
Source: the Open Molecules 2025 dataset
Level of theory: ωB97M-V/def2-TZVPD

Geometry (Å):
C (3.530, 3.558, -4.094)
O (2.102, 3.564, -4.269)
C (1.301, 2.848, -3.438)
C (-0.066, 2.803, -3.768)
C (-0.959, 2.098, -2.978)
C (-0.504, 1.297, -1.911)
P (-1.534, 0.020, -1.100)
C (-3.152, 0.364, -1.929)
C (-3.581, -0.356, -3.057)
C (-4.635, 0.099, -3.836)
C (-5.379, 1.229, -3.453)
O (-6.387, 1.605, -4.282)
C (-7.131, 2.815, -4.041)
C (-5.016, 1.909, -2.271)
C (-3.938, 1.461, -1.517)
C (-1.029, -1.510, -1.925)
C (-1.637, -2.728, -1.561)
C (-1.503, -3.871, -2.341)
C (-0.691, -3.838, -3.501)
O (-0.527, -4.890, -4.349)
C (-1.266, -6.110, -4.134)
C (-0.030, -2.639, -3.835)
C (-0.152, -1.518, -3.027)
C (0.849, 1.408, -1.537)
C (1.749, 2.145, -2.296)
H (3.872, 4.178, -4.922)
H (3.827, 4.001, -3.136)
H (3.940, 2.544, -4.174)
H (-0.388, 3.331, -4.660)
H (-2.016, 2.179, -3.209)
H (-3.103, -1.288, -3.342)
H (-4.906, -0.393, -4.763)
H (-7.836, 2.827, -4.872)
H (-7.666, 2.785, -3.084)
H (-6.481, 3.697, -4.072)
H (-5.569, 2.791, -1.958)
H (-3.699, 1.964, -0.581)
H (-2.216, -2.784, -0.644)
H (-2.030, -4.786, -2.068)
H (-0.926, -6.748, -4.948)
H (-1.028, -6.567, -3.165)
H (-2.347, -5.936, -4.205)
H (0.563, -2.625, -4.745)
H (0.448, -0.649, -3.272)
H (1.179, 0.902, -0.634)
H (2.801, 2.166, -2.019)
C (4.055, -1.127, 5.574)
N (3.395, -0.294, 4.601)
C (3.898, 0.886, 4.126)
O (4.920, 1.424, 4.546)
C (2.938, 1.377, 3.042)
C (3.582, 1.567, 1.663)
C (4.729, 2.543, 1.665)
C (5.996, 2.160, 1.214)
C (7.069, 3.054, 1.306)
C (6.855, 4.359, 1.780)
C (5.579, 4.742, 2.220)
C (4.517, 3.836, 2.146)
N (1.896, 0.346, 3.052)
C (0.864, 0.452, 2.192)
C (-0.146, -0.488, 2.071)
C (-1.288, -0.385, 1.224)
C (-2.370, -1.355, 1.402)
C (-3.672, -1.082, 0.887)
C (-4.764, -1.847, 1.233)
C (-4.570, -2.943, 2.106)
N (-5.627, -3.851, 2.364)
O (-5.370, -4.806, 3.139)
O (-6.744, -3.685, 1.828)
C (-3.297, -3.235, 2.644)
C (-2.201, -2.527, 2.197)
C (2.135, -0.726, 4.025)
C (2.293, -2.127, 3.408)
C (1.081, -0.876, 5.142)
H (5.011, -0.679, 5.840)
H (3.420, -1.240, 6.461)
H (4.216, -2.123, 5.149)
H (2.507, 2.337, 3.376)
H (3.911, 0.584, 1.293)
H (2.805, 1.935, 0.976)
H (6.133, 1.145, 0.829)
H (8.072, 2.727, 1.012)
H (7.680, 5.074, 1.803)
H (5.407, 5.741, 2.631)
H (3.517, 4.120, 2.484)
H (0.888, 1.328, 1.525)
H (-0.046, -1.341, 2.736)
H (-1.607, 0.666, 0.952)
H (-3.830, -0.227, 0.229)
H (-5.757, -1.634, 0.857)
H (-3.202, -4.036, 3.369)
H (-1.216, -2.894, 2.504)
H (3.140, -2.149, 2.710)
H (2.465, -2.834, 4.231)
H (1.386, -2.438, 2.884)
H (1.126, -0.040, 5.853)
H (0.067, -0.966, 4.738)
H (1.321, -1.801, 5.686)

Its charge is +1. The calculation puts the frontier orbital gap at 6.00 eV. Its total energy is -2622.21066 Eh. The HOMO energy is -10.213 eV.